Below is a molecular structure, C64H56GeN4O4OsS2, with properties calculated with ωB97M-V/def2-TZVPD.

Charge: +2
Frontier orbital gap, eV: 6.792
Max |F|, eV Å⁻¹: 0.618

Element x y z (Å)
Os: 0.18306 -1.17405 0.92439
C: -1.93031 -3.18684 0.06280
N: -1.55784 -2.39206 1.25791
C: -1.48865 -3.31485 2.41645
C: -2.68835 -1.42549 1.51576
C: -2.20002 -0.27068 2.33186
C: -3.02943 0.48612 3.14670
C: -2.51608 1.60086 3.79829
C: -1.18693 1.96323 3.62038
C: -0.35231 1.19640 2.81478
C: -0.85956 0.06903 2.18867
H: -2.91013 -3.64451 0.21614
H: -1.19671 -3.97517 -0.09453
H: -1.97152 -2.53525 -0.80624
H: -2.43306 -3.85511 2.50568
H: -1.31238 -2.74083 3.32330
H: -0.68841 -4.03545 2.27592
H: -3.50272 -1.96638 2.00274
H: -3.05000 -1.07639 0.54715
H: -4.07241 0.21759 3.26872
H: -3.15603 2.19080 4.44092
H: -0.79404 2.83579 4.12671
H: 0.69361 1.45849 2.70514
S: -0.90048 -1.22749 -6.07391
C: -0.91361 0.31670 -6.79784
C: -0.20963 1.22864 -6.07295
C: 0.34918 0.66239 -4.89978
C: 0.05022 -0.66408 -4.75649
C: 0.43910 -1.54206 -3.64946
C: 0.25019 -1.08343 -2.32947
N: 0.55707 -1.77264 -1.24142
C: 1.13012 -2.99391 -1.43608
C: 1.32297 -3.55557 -2.70216
C: 1.92631 -4.85423 -2.80787
C: 2.33092 -5.52037 -1.70824
C: 2.15635 -4.95393 -0.40099
C: 2.56656 -5.61055 0.76565
C: 2.35748 -5.00768 1.98576
C: 1.71575 -3.75842 1.99752
N: 1.32521 -3.10246 0.92040
C: 1.54477 -3.70038 -0.27752
C: 2.78220 -5.60750 3.25364
C: 3.84473 -6.44099 3.46879
C: 3.96182 -6.84649 4.82313
C: 2.98750 -6.31428 5.61034
S: 1.91861 -5.32335 4.71984
C: 0.94529 -2.80823 -3.82547
H: -1.45048 0.47558 -7.71921
H: -0.09744 2.26208 -6.36603
H: 0.97822 1.20416 -4.20655
H: -0.23498 -0.13002 -2.21729
H: 2.05437 -5.28211 -3.79375
H: 2.79097 -6.49677 -1.78939
H: 3.02420 -6.59017 0.70141
H: 1.52455 -3.28142 2.94380
H: 4.53217 -6.74417 2.69076
H: 4.73453 -7.50265 5.19482
H: 2.83126 -6.46246 6.66702
H: 1.08296 -3.21544 -4.82025
O: 1.21630 0.71713 0.27190
C: 0.12641 1.08600 -0.21416
O: -0.82808 0.19904 -0.18534
C: -0.17602 2.44930 -0.73672
C: -1.00780 2.43409 -2.02302
Ge: -2.32921 3.86363 -2.33857
C: -2.92787 3.50795 -4.15554
C: -3.48588 2.26834 -4.47615
C: -3.87751 1.97703 -5.77460
C: -3.70989 2.92507 -6.77617
C: -3.14977 4.15798 -6.47464
C: -2.76153 4.44649 -5.17164
C: -3.78797 3.66616 -1.06147
C: -5.07547 3.34584 -1.49242
C: -6.11840 3.21079 -0.58444
C: -5.88803 3.39950 0.77025
C: -4.61378 3.72737 1.21419
C: -3.57429 3.85963 0.30481
C: -1.50649 5.61190 -2.17010
C: -2.30890 6.72653 -1.92333
C: -1.75173 7.99376 -1.82914
C: -0.38124 8.16219 -1.97494
C: 0.42984 7.06295 -2.21728
C: -0.13295 5.79722 -2.31531
H: 0.76573 2.98416 -0.85543
H: -0.70313 2.93658 0.09338
H: -1.60952 1.52301 -2.07410
H: -0.35317 2.42253 -2.89359
H: -3.63172 1.51910 -3.70306
H: -4.32032 1.01593 -6.00530
H: -4.02579 2.70650 -7.78839
H: -3.02333 4.90046 -7.25225
H: -2.32934 5.41574 -4.94738
H: -5.27446 3.20851 -2.54915
H: -7.11358 2.97321 -0.93797
H: -6.70350 3.31169 1.47695
H: -4.43527 3.90104 2.26743
H: -2.59592 4.15463 0.67156
H: -3.37991 6.60809 -1.79691
H: -2.38592 8.85029 -1.64079
H: 0.05350 9.15041 -1.90079
H: 1.49821 7.19290 -2.33452
H: 0.51377 4.94910 -2.52135
C: 4.94450 -2.38330 -0.97179
O: 4.46256 -2.13327 0.34725
C: 4.20757 -0.83877 0.68184
C: 4.26235 0.24346 -0.18585
C: 4.02956 1.52032 0.30385
C: 3.72162 1.73283 1.63905
C: 3.66327 0.65747 2.50752
C: 3.91235 -0.61805 2.02782
N: 4.12470 -1.71796 2.90715
C: 3.60894 -1.98907 4.07464
C: 2.40567 -1.56008 4.69777
C: 2.40988 -1.66236 6.11270
C: 1.29273 -1.40044 6.85094
C: 0.10489 -1.11541 6.16602
C: 0.04003 -1.07116 4.79183
C: 1.19037 -1.26515 3.99883
O: 1.23157 -1.32242 2.68930
H: 5.15981 -3.44678 -1.01673
H: 5.85508 -1.81641 -1.16910
H: 4.18507 -2.13171 -1.71606
H: 4.50570 0.10257 -1.22899
H: 4.09257 2.36160 -0.37362
H: 3.54686 2.73406 2.00758
H: 3.46923 0.80525 3.56244
H: 4.92013 -2.28589 2.63624
H: 4.20874 -2.68746 4.65255
H: 3.33471 -1.93904 6.60570
H: 1.31373 -1.44543 7.93009
H: -0.80593 -0.94768 6.72770
H: -0.91299 -0.88099 4.32841

Löwdin atomic charge list, values in e, 6 entries:
1. Os 1.6521
2. C -0.0526
3. N -0.3434
4. C -0.0323
5. C -0.1159
6. C -0.2381


Below is a gas-phase ion, C4H9N4O3 (charge +1), with properties calculated with ωB97M-V/def2-TZVPD.

Charge: +1
Frontier orbital gap (alpha / beta), eV: 7.160 / 8.903
Max |F|, eV Å⁻¹: 3.758

Element x y z (Å)
C: -2.49743 -1.18688 0.44633
C: 0.13514 0.58806 -0.64858
C: 2.37206 0.76784 1.15348
C: 2.36738 0.28147 -0.28579
N: -1.81777 -1.89439 -0.36598
N: -2.19874 0.02787 0.88985
N: -1.02260 0.07091 -1.22423
N: -1.14304 -1.30239 -1.45475
O: 0.26002 1.74182 -0.35783
O: -2.98960 1.04341 1.06656
O: 1.11546 -0.37287 -0.62412
H: -2.96163 -1.89579 1.10623
H: 2.11995 1.80274 1.21318
H: 1.63365 0.23769 1.69942
H: 3.38692 0.68885 1.56033
H: 3.07980 -0.48688 -0.61435
H: 2.31895 1.19050 -0.82390
H: -0.18594 -1.77982 -1.54501
H: -1.56982 -1.41839 -2.51679
H: -2.40275 1.89625 1.32593

Löwdin atomic charge list, values in e, 6 entries:
1. C -0.1624
2. C -0.5623
3. C -0.0450
4. C -0.1658
5. N 0.1052
6. N 0.0623


Below is a molecular structure, C18H19CdIN2Se, with properties calculated with ωB97M-V/def2-TZVPD.

Frontier orbital gap (alpha / beta), eV: 5.522 / 5.576
Max |F|, eV Å⁻¹: 3.758

Element x y z (Å)
C: -2.49071 -1.75761 1.91184
C: -3.01967 -0.66713 -1.08655
H: -2.01820 -2.80399 1.73315
H: -3.42208 -1.60333 1.34328
H: -2.21743 -0.87684 2.58989
H: -2.40271 -1.12165 -1.90810
H: -3.66076 -1.33979 -0.47812
H: -3.06964 0.44623 -0.68933
C: 2.22334 -1.31591 1.29692
C: 3.62376 -1.51542 1.22572
C: 4.28278 -1.07880 0.07113
C: 3.53288 -0.47024 -0.93717
H: 1.64602 -1.67932 2.14388
H: 4.11532 -1.99133 2.04084
H: 5.35080 -1.21179 -0.04329
H: 3.99203 -0.12740 -1.85161
N: 1.51678 -0.72663 0.33137
C: 2.13189 -0.30132 -0.78456
C: 1.31956 0.35722 -1.83649
N: -0.02384 0.21315 -1.78206
C: -0.77828 0.88000 -2.64855
C: 1.12718 1.84779 -3.72694
C: -0.25604 1.71688 -3.63271
H: -1.86211 0.74979 -2.52573
H: -0.96290 2.23718 -4.29621
C: 1.91335 1.16082 -2.81797
H: 2.98966 1.24558 -2.83684
H: 1.57010 2.48141 -4.48936
Cd: -1.29455 -0.96039 0.25809
I: -0.27252 -3.57331 -0.44797
Se: -0.93261 1.64517 0.99384
C: -1.72850 1.65505 2.66662
C: -0.95390 1.37395 3.81751
C: -1.54255 1.38529 5.07056
C: -2.91238 1.67427 5.21378
C: -3.68888 1.93019 4.06716
C: -3.10525 1.93664 2.81120
H: 0.10843 1.16788 3.69139
H: -0.93512 1.17764 5.95727
H: -3.37110 1.70484 6.21089
H: -4.75665 2.13819 4.16859
H: -3.68757 2.16563 1.91783

Löwdin atomic charge list, values in e, 6 entries:
1. C -0.1294
2. C -0.1348
3. H -0.0578
4. H -0.0358
5. H 0.0028
6. H 0.0004


Below is a molecular structure, C44H45Cl5LiN7O2SSe, with properties calculated with ωB97M-V/def2-TZVPD.

Charge: -2
Frontier orbital gap, eV: 5.980
Max |F|, eV Å⁻¹: 8.030

Element x y z (Å)
Li: -0.65433 1.31521 -0.83713
C: -2.63700 4.91586 -1.71301
C: -3.41563 3.78301 -2.32204
C: -4.21329 4.02134 -3.43387
C: -4.95589 3.01153 -4.02227
C: -4.92336 1.74358 -3.46344
C: -4.14340 1.47422 -2.34892
C: -4.17729 0.11875 -1.71094
C: -3.34615 2.48453 -1.77918
N: -2.46125 2.18839 -0.73593
C: -2.66333 2.76047 0.42959
O: -3.66627 3.39102 0.81747
C: -1.50877 2.62366 1.39603
C: -1.69032 3.21935 2.63727
C: -0.64082 3.23970 3.52533
C: 0.55526 2.67965 3.13479
C: 0.67610 2.06249 1.88720
N: -0.36363 2.02117 1.01907
C: 2.06716 1.47006 1.67036
O: 2.82349 1.55435 2.66914
N: 2.38461 0.99671 0.49756
C: 3.60536 0.37033 0.32392
C: 3.93624 -0.83943 0.98058
C: 3.09137 -1.34712 2.11778
C: 5.06759 -1.54746 0.60156
C: 5.93027 -1.07056 -0.37517
C: 5.67127 0.16602 -0.94054
C: 4.53420 0.89138 -0.60604
C: 4.39374 2.29941 -1.12785
H: -2.29477 5.61014 -2.48333
H: -1.77727 4.53179 -1.16534
H: -3.26286 5.45965 -1.00122
H: -4.24822 5.02282 -3.85277
H: -5.56045 3.21618 -4.89862
H: -5.51859 0.94357 -3.89227
H: -4.84857 -0.55532 -2.24666
H: -4.50544 0.20112 -0.67420
H: -3.18186 -0.31683 -1.69128
H: -2.65322 3.66017 2.85155
H: -0.75614 3.69043 4.50537
H: 1.42911 2.69690 3.77021
H: 2.07363 -1.57674 1.79637
H: 3.01823 -0.57812 2.88831
H: 3.54065 -2.24396 2.54835
H: 5.28918 -2.48677 1.10006
H: 6.80404 -1.63895 -0.67264
H: 6.36803 0.59756 -1.65216
H: 4.47091 2.32937 -2.21679
H: 5.20264 2.91450 -0.72308
H: 3.44019 2.72621 -0.82642
C: 2.22817 -1.60209 3.90481
C: 1.58225 -1.70022 5.28814
C: 0.25704 -0.93516 5.41417
C: -0.94947 -1.61661 4.77390
N: -0.90239 -1.55473 3.31801
C: -1.81571 -2.19742 2.53293
S: -2.63450 -1.41335 1.32801
N: -2.03314 -3.53059 2.75070
C: -0.97751 -4.47262 3.11251
C: 0.26659 -4.38760 2.20398
C: 0.70037 -5.73762 1.63417
C: 2.04781 -5.61808 0.92649
H: 3.15201 -2.18295 3.86749
H: 2.47534 -0.56953 3.65697
H: 1.56071 -1.97771 3.13414
H: 2.27870 -1.29588 6.02924
H: 1.40983 -2.75265 5.54472
H: 0.37239 0.05888 4.97268
H: 0.01642 -0.79993 6.47264
H: -1.86276 -1.11801 5.12793
H: -1.00588 -2.65954 5.08967
H: -0.74644 -0.61231 2.97835
H: -2.65003 -3.87640 2.03013
H: -1.42155 -5.46716 3.03990
H: -0.68959 -4.32663 4.15569
H: 1.10246 -3.96068 2.76196
H: 0.05049 -3.70943 1.37455
H: -0.05506 -6.08718 0.92450
H: 0.76715 -6.46982 2.44691
H: 1.97015 -4.90572 0.10440
H: 2.37412 -6.58139 0.52995
H: 2.81210 -5.25839 1.61786
Se: 0.88445 0.38004 -2.85521
N: 0.30127 1.95582 -2.44434
C: 0.45287 2.74774 -3.54415
C: 0.19613 4.11889 -3.59332
C: 0.38927 4.80063 -4.78084
C: 0.84338 4.13613 -5.92385
C: 1.12142 2.78025 -5.89193
C: 0.96192 2.07368 -4.69729
N: 1.29948 0.76117 -4.49820
H: -0.14707 4.62700 -2.70207
H: 0.19186 5.86601 -4.82222
H: 0.99073 4.69012 -6.84436
H: 1.47021 2.26620 -6.77949
Cl: 0.08297 -1.66096 -0.57305
C: -0.94826 -1.94217 -1.92400
C: -1.09764 -0.89509 -2.83097
C: -1.91352 -1.12274 -3.92489
Cl: -2.11386 0.17199 -5.05669
C: -2.61348 -2.31277 -4.09404
Cl: -3.70664 -2.51831 -5.41526
C: -2.43695 -3.34438 -3.17282
Cl: -3.24613 -4.85226 -3.40017
C: -1.59077 -3.16178 -2.08207
Cl: -1.35686 -4.44805 -0.95110

Löwdin atomic charge list, values in e, 6 entries:
1. Li 0.4753
2. C -0.0561
3. C -0.1993
4. C -0.0741
5. C -0.1196
6. C -0.0943


Below is a molecular structure, C25H35CaCl2N4O3Se, with properties calculated with ωB97M-V/def2-TZVPD.

Charge: -1
Frontier orbital gap, eV: 5.383
Max |F|, eV Å⁻¹: 3.617

Element x y z (Å)
O: 2.21437 -1.84269 -2.39268
C: 3.20101 -1.27642 -1.75200
C: 3.85909 -2.22524 -0.73708
C: 3.22197 -2.57074 0.45076
H: 2.23339 -2.14368 0.66066
C: 3.86569 -3.40719 1.37083
H: 3.36431 -3.63936 2.31004
C: 5.14397 -3.90483 1.08587
H: 5.64663 -4.55594 1.80317
C: 5.77260 -3.56897 -0.12006
H: 6.77721 -3.94180 -0.34402
C: 5.11599 -2.74342 -1.04145
H: 5.58804 -2.46757 -1.99101
H: 3.82499 -1.23530 -2.66986
C: 3.08624 1.29876 -2.32775
C: 3.21975 0.28799 -1.21969
H: 4.08839 1.64248 -2.63662
H: 2.54473 2.21494 -2.01256
H: 2.59250 0.86086 -3.20029
C: 3.78942 0.61964 -0.03574
C: 4.64651 1.83239 0.19181
H: 3.68692 -0.03487 0.82805
H: 5.70393 1.55681 0.32245
H: 4.34158 2.35661 1.10337
H: 4.59402 2.55308 -0.63861
Ca: 1.03869 1.51148 -0.00435
Cl: 0.85873 -0.29386 1.84089
Cl: 1.78774 3.82154 0.76056
C: -1.01719 2.61695 1.78170
O: -1.24405 1.89695 0.76554
N: -1.77748 3.63107 2.16456
C: -2.96204 3.98199 1.39062
C: -1.39820 4.46975 3.29550
H: -0.10896 2.44567 2.37756
H: -2.99048 3.34509 0.50302
H: -2.91979 5.03779 1.09981
H: -3.86128 3.80800 1.99376
H: -0.43918 4.10646 3.67917
H: -2.15472 4.40070 4.08853
H: -1.28903 5.51733 2.98192
H: -1.62930 2.41499 -4.83752
H: -1.65637 -0.13709 -5.67344
C: -0.56417 2.21823 -4.66210
C: -0.60322 -0.16858 -5.35728
N: -0.36396 0.81768 -4.31029
H: -0.19339 2.86633 -3.86468
C: -0.12220 0.45764 -3.04855
O: -0.05123 1.28142 -2.10298
H: -0.35955 -1.16702 -4.97644
H: 0.03278 -0.62619 -2.88301
H: -0.03498 2.41878 -5.59875
H: 0.02439 0.06063 -6.22877
C: -3.73358 -3.99677 0.47160
N: -3.55698 -2.64278 0.95000
C: -2.52789 -1.80983 0.57397
Se: -1.16616 -2.26020 -0.52893
N: -2.72741 -0.66333 1.30003
C: -3.80752 -0.78634 2.16756
C: -4.27736 0.03124 3.19141
C: -5.32778 -0.47185 3.97449
C: -5.86640 -1.75486 3.74395
C: -5.37494 -2.56914 2.71642
C: -4.34918 -2.04897 1.93617
H: -2.80109 -4.55924 0.57789
H: -4.02521 -4.00357 -0.58404
H: -4.52216 -4.45512 1.07387
H: -2.08263 0.13369 1.23708
H: -3.81188 1.00679 3.33740
H: -5.73720 0.13121 4.78556
H: -6.67814 -2.11082 4.38330
H: -5.75127 -3.56943 2.50973

Löwdin atomic charge list, values in e, 6 entries:
1. O -0.2403
2. C -0.5078
3. C -0.1803
4. C -0.0585
5. H 0.0420
6. C -0.0900


Below is a molecular structure, C6H9N, with properties calculated with ωB97M-V/def2-TZVPD.

Frontier orbital gap, eV: 9.759
Max |F|, eV Å⁻¹: 0.364

Element x y z (Å)
C: 1.83747 -0.60370 -0.11485
N: 0.85643 0.47296 -0.11071
C: -0.17926 0.52421 0.95713
C: -0.97850 1.40978 -0.04182
C: -0.33746 0.36535 -0.99689
C: -1.03896 -0.92470 -0.51150
C: -0.93230 -0.81357 0.81227
H: 1.48598 -1.51288 -0.62141
H: 2.75092 -0.25851 -0.60830
H: 2.09639 -0.88118 0.91295
H: 0.12451 0.86707 1.94971
H: -0.55906 2.41234 -0.15836
H: -2.06671 1.42008 0.04378
H: -0.20563 0.52997 -2.06903
H: -1.50409 -1.69651 -1.11407
H: -1.28037 -1.46636 1.60416

Löwdin atomic charge list, values in e, 6 entries:
1. C -0.0889
2. N -0.1423
3. C -0.2546
4. C -0.0688
5. C -0.2493
6. C -0.0552


Look up the max |F| of the second one. 3.758 eV Å⁻¹


Which value of max |F| does entry 4 give? 8.030 eV Å⁻¹


Number 5 is which compound? C25H35CaCl2N4O3Se


Number 4 is which compound? C44H45Cl5LiN7O2SSe